C2H2N2O | ωB97M-V/def2-TZVPD

Gap between HOMO and LUMO (eV): 10.85
Largest force on an atom (eV/Å): 2.9
ΔE to the lowest compared entry with this formula, charge and spin (kJ/mol): 411.0

Element x y z (Å)
H1 -0.0662 2.3614 -0.2285
C1 -0.0203 1.5505 0.5261
N1 0.3023 1.1910 1.5598
N2 0.2527 -0.9119 -1.7153
O1 1.2807 -1.3234 -2.1684
H2 -1.4184 0.3250 -1.0820
C2 -0.7378 -0.4212 -1.3404



C2H2N2O | ωB97M-V/def2-TZVPD

Gap between HOMO and LUMO (eV): 11.69
Largest force on an atom (eV/Å): 0.7
ΔE to the lowest compared entry with this formula, charge and spin (kJ/mol): 91.8

Element x y z (Å)
H1 2.0370 -0.5408 -0.0198
N1 -0.6829 1.1352 -0.0129
N2 0.6973 1.1167 0.0050
C1 1.0471 -0.1201 0.0065
O1 -0.0180 -0.9649 -0.0086
C2 -1.0443 -0.0979 0.0064
H2 -2.0362 -0.5281 0.0234



C2H2N2O | ωB97M-V/def2-TZVPD

Gap between HOMO and LUMO (spin up / spin down) (eV): 9.12 / 10.40
Largest force on an atom (eV/Å): 4.1
ΔE to the lowest compared entry with this formula, charge and spin (kJ/mol): 113.7
Multiplicity: 3

Element x y z (Å)
H1 -0.9816 0.8379 0.2603
C1 -0.5714 -0.1051 -0.0554
N1 0.6624 0.4553 -1.2865
C2 0.0687 -0.8378 0.9659
N2 0.7724 -1.1890 1.8143
O1 1.1635 1.4686 -1.0009
H2 -1.1140 -0.6299 -0.6979